Computed, not measured: a cluster of 13 separate species, C7H36O12 in total at a distorted geometry, with ωB97M-V/def2-TZVPD.

Computed properties:
Charge   +1
Energy above the lowest of the compared OMol25 structures with the same formula, charge and spin   0.0 kcal per mole
Calculated total energy   -32403.848 eV
Maximum force   1.9 eV/A
HOMO energy (spin up / spin down)   -13.7 / -13.7 eV
HOMO-LUMO gap (spin up / spin down)   9.93 / 6.04 eV
Spin multiplicity   2

Each atom is followed by the atoms it is bonded to, with distances in Å.
Geometry (Å):
1 C 1.272 -4.024 -0.937  C2 1.531, H8 1.091, H9 1.088, H10 1.093
2 C 0.143 -3.090 -0.497  C1 1.531, C3 1.521, H11 1.071, H12 1.086
3 C 0.699 -1.692 -0.274  C2 1.521, C4 1.448, H13 1.093, H14 1.131
4 C -0.054 -0.672 0.424  C3 1.448, C5 1.399, H15 1.089
5 C -0.256 0.633 -0.038  C4 1.399, C6 1.450, H16 1.092
6 C -0.952 1.704 0.649  C5 1.450, C7 1.317, H17 1.092
7 C -0.445 2.555 1.518  C6 1.317, H18 1.084, H19 1.088
8 H 1.994 -3.481 -1.549  C1 1.091
9 H 0.898 -4.900 -1.464  C1 1.088
10 H 1.888 -4.427 -0.128  C1 1.093
11 H -0.302 -3.457 0.406  C2 1.071
12 H -0.518 -3.004 -1.354  C2 1.086
13 H 1.279 -1.330 -1.127  C3 1.093
14 H 1.587 -1.721 0.426  C3 1.131
15 H -0.279 -0.828 1.478  C4 1.089
16 H 0.178 0.919 -0.998  C5 1.092
17 H -1.873 1.852 0.082  C6 1.092
18 H 0.531 2.631 1.981  C7 1.084
19 H -1.053 3.343 1.955  C7 1.088
20 H 3.382 0.390 -0.218  O22 0.980
21 H 3.982 -0.923 0.286  O22 0.964
22 O 3.672 -0.066 0.599  H20 0.980, H21 0.964
23 H -1.920 2.031 -2.707  O25 0.965
24 H -0.732 2.951 -2.437  O25 0.975
25 O -1.032 2.234 -3.026  H23 0.965, H24 0.975
26 H 2.645 -1.468 3.151  O28 0.964
27 H 2.401 -0.590 1.859  O28 0.980
28 O 2.016 -1.271 2.449  H26 0.964, H27 0.980
29 H -3.376 -0.179 -1.386  O31 0.978
30 H -2.423 -0.769 -2.376  O31 0.964
31 O -3.229 -0.241 -2.351  H29 0.978, H30 0.964
32 H 0.631 1.282 -3.621  O34 0.975
33 H 1.357 0.780 -4.813  O34 0.967
34 O 1.042 0.464 -3.956  H32 0.975, H33 0.967
35 H 2.863 1.728 -2.306  O37 0.965
36 H 2.172 0.277 -2.290  O37 0.969
37 O 2.640 0.953 -1.777  H35 0.965, H36 0.969
38 H -2.891 -3.023 1.847  O40 0.966
39 H -1.461 -3.249 1.398  O40 0.962
40 O -2.270 -3.724 1.613  H38 0.966, H39 0.962
41 H -3.484 0.744 1.264  O43 0.991
42 H -4.400 1.266 0.234  O43 0.967
43 O -3.647 0.662 0.290  H41 0.991, H42 0.967
44 H 2.593 3.377 0.878  O46 0.964
45 H 2.832 2.177 -0.016  O46 0.962
46 O 2.775 3.137 -0.038  H44 0.964, H45 0.962
47 H -2.532 1.326 2.772  O49 0.967
48 H -3.013 -0.035 3.260  O49 0.980
49 O -3.343 0.845 2.985  H47 0.967, H48 0.980
50 H 1.203 3.461 -0.950  O52 0.982
51 H 0.417 4.788 -0.839  O52 0.962
52 O 0.313 3.859 -1.067  H50 0.982, H51 0.962
53 H -0.769 -0.934 3.866  O55 0.967
54 H -1.531 -2.118 3.408  O55 0.971
55 O -1.619 -1.152 3.460  H53 0.967, H54 0.971